No. 1
A structure of composition C18H45F4K4N2O20P3S4 in a non-equilibrium geometry. Source: the Open Molecules 2025 dataset; level of theory: the ωB97M-V functional and the def2-TZVPD basis.

## Properties
Lowest unoccupied orbital energy, eV: -7.326
Energy, eV: -210693.803
E_HOMO, eV: -11.66
Orbital gap, eV: 4.331
Total charge: +2

Positions of all 100 atoms, in Å:
K 1.0293 3.3140 -1.8791
K -2.5495 -2.8316 -5.8146
K 2.8492 1.6214 1.7938
K 3.8823 -4.4871 1.7530
N -3.1221 -6.2284 -3.7853
S -3.8514 -5.8963 -2.2524
O -3.4220 -4.6650 -1.6290
O -4.1953 -7.0484 -1.4518
F -5.2590 -5.4426 -2.8584
S -1.8224 -6.6569 -3.1491
O -1.7623 -7.9240 -2.3795
O -0.9270 -5.5718 -2.8453
F -1.0763 -7.1963 -4.4870
N 1.8132 -0.5059 -1.3508
S 0.4530 -1.5027 -1.2265
O 0.5245 -2.5751 -0.2521
O -0.3893 -1.6124 -2.4167
F -0.4338 -0.4245 -0.4366
S 2.5217 -1.5058 -2.1416
O 2.4149 -1.5000 -3.5978
O 2.8927 -2.7980 -1.5105
F 3.9635 -0.8159 -2.0940
C 4.0662 0.5236 7.8760
C 3.5279 0.2081 6.4691
O 2.2445 -0.4418 6.5850
P 1.7377 -1.6652 5.7086
O 2.1001 -1.5016 4.2695
O 2.4008 -3.0248 6.4257
C 2.0114 -3.3306 7.7814
C 3.1456 -4.1497 8.4182
O 0.1812 -1.7993 6.0724
C -0.6988 -2.2822 5.1014
C -1.6790 -1.1506 4.6788
H 5.0568 0.9771 7.9096
H 3.2840 1.1225 8.3424
H 4.0201 -0.3501 8.5261
H 3.4576 1.1737 5.9684
H 4.2542 -0.3568 5.8848
H 1.9950 -2.3897 8.3313
H 1.0396 -3.8194 7.8504
H 4.0564 -3.5540 8.4795
H 2.9328 -4.5049 9.4265
H 3.5367 -5.0395 7.9250
H -0.1444 -2.7106 4.2665
H -1.2624 -3.1100 5.5317
H -1.1135 -0.4219 4.0980
H -2.5409 -1.5227 4.1249
H -2.1135 -0.7050 5.5737
C 6.0820 0.2527 -7.9197
C 5.0129 0.9611 -6.9845
O 5.1682 2.3693 -6.9426
P 5.0588 3.3834 -5.6728
O 3.6960 3.3589 -5.0848
O 5.4610 4.8575 -6.2993
C 4.5388 5.5552 -7.1032
C 3.6974 6.4229 -6.1255
O 6.2938 3.0416 -4.7373
C 6.1793 3.2854 -3.3416
C 6.8084 4.6245 -2.9783
H 5.9220 0.5669 -8.9511
H 7.0850 0.5372 -7.6017
H 6.1252 -0.8362 -7.8990
H 4.0528 0.5987 -7.3518
H 5.3316 0.5729 -6.0171
H 5.1835 6.1150 -7.7808
H 3.8326 4.9294 -7.6489
H 3.2642 7.2829 -6.6361
H 2.8317 5.8685 -5.7632
H 4.2297 6.7494 -5.2320
H 5.1712 3.1313 -2.9568
H 6.6143 2.4495 -2.7937
H 6.8437 4.8804 -1.9194
H 7.8475 4.6403 -3.3073
H 6.3246 5.4963 -3.4187
C -5.0972 0.9126 -1.3203
C -5.5214 0.6996 0.1270
O -6.9078 1.0128 0.0864
P -7.7188 1.0957 1.5107
O -9.1943 1.3268 1.4261
O -7.2476 -0.2513 2.2951
C -7.9694 -1.4126 2.1087
C -7.5068 -2.0953 0.7643
O -6.8544 2.2254 2.4076
C -7.0554 3.5766 2.1833
C -7.0447 3.9646 0.6837
H -4.0777 0.7621 -1.6754
H -5.7266 0.2452 -1.9089
H -5.4179 1.9009 -1.6496
H -5.3236 -0.3192 0.4600
H -4.9458 1.3146 0.8188
H -7.6438 -2.1281 2.8638
H -9.0316 -1.1782 2.1788
H -7.6085 -1.3691 -0.0421
H -6.4681 -2.4255 0.7747
H -8.0528 -2.9775 0.4301
H -8.0435 3.8469 2.5558
H -6.2828 4.0432 2.7945
H -6.0747 3.6760 0.2789
H -7.8606 3.4898 0.1386
H -7.0102 5.0473 0.5627

=====

No. 2
A structure of composition C18H45N3NaO10P in a non-equilibrium geometry. Source: the Open Molecules 2025 dataset; level of theory: the ωB97M-V functional and the def2-TZVPD basis.

## Properties
Lowest unoccupied orbital energy (alpha / beta), eV: 2.165 / 1.966
Energy, eV: -58046.411
ΔE to the lowest compared entry with this formula, charge and spin, kcal/mol: 0.00
Multiplicity: 2
E_HOMO (alpha / beta), eV: -4.67 / -4.47
Orbital gap (alpha / beta), eV: 6.831 / 6.438
Total charge: -1

Positions of all 78 atoms, in Å:
Na -9.6136 29.0220 -5.7002
P -6.9626 29.0871 -6.4002
O -7.2175 30.6092 -6.4317
O -5.5180 28.7608 -6.8714
O -7.9205 28.4881 -7.5195
O -7.2195 28.6043 -5.0017
C -9.9367 28.9795 -0.5973
O -10.9141 28.2703 -1.4146
C -10.3887 27.4396 -2.4204
C -11.3696 27.1972 -3.5142
N -11.6526 28.4389 -4.2477
C -12.8810 28.3082 -5.0691
C -13.2567 29.7766 -5.5067
O -13.7006 30.4038 -4.2778
C -14.2487 31.7449 -4.5412
H -10.3687 29.4089 0.3066
H -9.3836 29.7899 -1.0720
H -9.2603 28.2147 -0.2157
H -10.0329 26.4759 -2.0561
H -9.5532 27.9814 -2.8635
H -12.3124 26.8434 -3.0970
H -11.0645 26.3583 -4.1396
H -11.8207 29.2025 -3.6084
H -13.7023 27.9146 -4.4703
H -12.6970 27.6684 -5.9322
H -14.0657 29.7365 -6.2360
H -12.4508 30.4059 -5.8846
H -14.4066 32.2569 -3.5920
H -15.2555 31.6546 -4.9489
H -13.6027 32.3451 -5.1819
C -9.4403 24.0108 -4.8050
O -10.3269 24.6669 -5.7643
C -9.6914 25.7548 -6.4559
C -10.6405 26.3825 -7.5406
N -10.3359 27.7753 -7.7220
C -11.0865 28.2548 -8.8959
C -10.4726 29.5370 -9.4733
O -11.4050 30.0084 -10.4282
C -10.9518 31.2339 -10.9679
H -10.0559 23.1947 -4.4267
H -9.0157 24.6334 -4.0175
H -8.6507 23.4610 -5.3174
H -8.7650 25.4484 -6.9417
H -9.3786 26.5257 -5.7517
H -11.6942 26.1831 -7.3455
H -10.4444 25.8721 -8.4836
H -9.3402 27.9182 -7.8120
H -12.1340 28.3899 -8.6262
H -11.1039 27.5293 -9.7092
H -9.4679 29.2845 -9.8123
H -10.4500 30.2184 -8.6228
H -11.5101 31.4524 -11.8782
H -9.8895 31.2578 -11.2108
H -10.9941 32.0940 -10.2997
C -8.6307 35.8179 -4.6035
O -9.4352 34.6982 -4.8715
C -9.0567 33.9243 -6.0411
C -9.9989 32.7062 -6.2342
N -9.6251 31.5246 -5.4884
C -9.5088 31.7219 -4.0620
C -10.7989 31.9409 -3.3229
O -10.6270 32.0212 -1.9099
C -11.8414 32.3241 -1.2238
H -8.1391 36.3211 -5.4361
H -7.7438 35.5660 -4.0221
H -9.1928 36.6368 -4.1545
H -8.0272 33.5842 -5.9292
H -9.0312 34.5248 -6.9504
H -9.9666 32.4223 -7.2860
H -11.0299 33.0125 -6.0569
H -8.7444 31.2669 -5.9104
H -8.7996 32.4440 -3.6572
H -9.0432 30.8281 -3.6465
H -11.3762 31.0379 -3.5211
H -11.3043 32.8441 -3.6646
H -12.4739 31.4673 -0.9919
H -12.4887 33.0232 -1.7533
H -11.5447 32.7462 -0.2636

=====

- Look up the energy of the second one.
  -58046.411 eV

=====

- The lowest energy belongs to which entry?
  C18H45F4K4N2O20P3S4

=====

- Among the records above, which one has the highest energy?
  C18H45N3NaO10P